Record 1
Here is a molecular structure, C3H4AlLiO2 at a distorted geometry from the Open Molecules 2025 dataset. Energies are from wB97M-V/def2-TZVPD.

```
11
Properties=species:S:1:pos:R:3:forces:R:3:lowdin_charge:R:1
O 0.904931 0.305092 1.941799 -2.035 1.234 -0.788 -0.0914
Al -0.994364 0.842230 1.615850 1.238 0.080 1.650 1.2369
C 1.603688 0.637044 0.938095 1.250 -1.451 1.496 -0.2353
O 0.991321 0.809324 -0.252343 -1.564 0.680 -1.838 -0.1056
C -0.411557 0.807369 -0.450394 1.375 -2.059 -0.632 -0.2568
C -1.042238 -0.443472 -0.581269 -1.992 1.082 -1.917 0.0328
H -0.754291 1.681216 -1.013533 -0.577 0.340 0.788 0.1876
H -2.139445 -0.392555 -0.611734 -0.265 0.706 0.580 0.1204
H -1.050777 -1.367353 -1.162046 1.649 -0.359 0.090 0.1146
Li 2.360620 -1.328968 0.084221 0.994 0.017 0.137 0.8050
H 0.532112 -1.549926 -0.508646 -0.073 -0.268 0.435 0.1919
```
Forces are in eV/Å.

Values from the calculation:
**Net charge**: +2
**Multiplicity**: 1
**E_tot**: -516.22580 hartree
**Kohn-Sham gap (spin up / spin down)**: 0.2288 / 0.2251 Ha
**HOMO energy (spin up / spin down)**: -18.172 / -18.163 eV

=====

Record 2
Here is a molecular structure, C3H4AlO2 at a distorted geometry from the Open Molecules 2025 dataset. Energies are from wB97M-V/def2-TZVPD.

```
10
Properties=species:S:1:pos:R:3:forces:R:3:lowdin_charge:R:1
C 1.381362 0.372445 -0.372095 -1.833 2.317 -4.127 0.0023
C 2.003105 -0.028522 0.588788 1.419 -0.608 1.585 0.4598
H -0.534810 -0.861153 1.425164 -1.120 -0.109 -0.219 0.1706
H 2.660865 -0.292113 1.395916 0.174 -0.266 0.407 0.1517
O 0.767217 0.905100 -1.385838 0.664 -1.656 2.666 0.2068
H 1.379626 1.304903 -2.018567 0.873 0.539 -0.782 0.2096
C -1.489324 -0.708311 0.847027 0.570 -1.369 2.894 0.2496
O -1.370974 -0.154659 -0.240473 1.187 -0.204 0.351 -0.0925
Al -2.312133 0.474935 -1.447314 -2.213 1.478 -3.039 1.4638
H -2.484934 -1.012625 1.207391 0.278 -0.122 0.264 0.1784
```
Forces are in eV/Å.

Values from the calculation:
**Net charge**: +3
**Multiplicity**: 1
**E_tot**: -508.08867 hartree
**Kohn-Sham gap (spin up / spin down)**: 0.3055 / 0.2922 Ha
**Energy relative to the best compared isomer or geometry (same formula, charge and spin)**: 0.000 eV
**HOMO energy (spin up / spin down)**: -25.995 / -25.342 eV

=====

Question: The lowest net charge belongs to which entry?
Answer: C3H4AlLiO2

=====

Question: The lowest net charge belongs to which entry?
Answer: C3H4AlLiO2